The following is a quantum chemistry calculation of C2H5IS in the gas phase, from OMol25.

Output
- Charge: 0
- SMILES: SCCI
- Frontier orbital gap: 9.5253 eV
- Total energy: -21090.273 eV
- ΔE to the lowest compared entry with this formula, charge and spin: 34.3 kJ/mol

Last column: natural (NBO) charge in e.
CARTESIAN COORDINATES (ANGSTROEM)
S -0.58 0.72 -1.78  -0.028
C 0.52 0.42 -0.28  -0.554
C -0.15 -0.69 0.46  -0.418
I 0.96 -1.34 2.38  -0.043
H -1.64 1.13 -1.11  0.110
H 0.76 1.38 0.29  0.243
H 1.51 0.36 -0.86  0.246
H -0.31 -1.65 0.04  0.229
H -1.09 -0.32 0.84  0.215